256
Properties=species:S:1:pos:R:3:forces:R:3 method="wB97M-V/def2-TZVPD" lumo_ev=0.47 e_homo_ev=-8.43 max_force_ev_per_a=2.458 orbital_gap_ev=8.9
C 3.20613 6.30717 2.62002 0.0 0.4 1.1
C 2.72103 7.75043 2.81833 0.5 -0.6 1.2
O 1.96607 8.26271 1.75319 0.7 0.1 -0.6
H 3.66536 5.96944 3.57140 -0.4 0.0 -0.4
H 3.93534 6.08948 1.85981 0.4 0.4 -0.6
H 2.32777 5.74332 2.40152 -0.6 -0.9 -0.1
H 3.59234 8.37307 3.08911 -0.4 0.2 -0.2
H 2.03947 7.73907 3.67667 0.2 0.0 0.0
H 2.63599 8.36715 1.06755 -0.5 0.2 -0.5
C -2.68445 1.17551 -4.28747 -0.2 -0.4 -0.6
C -1.84926 2.43448 -4.53782 -0.6 -0.8 0.1
O -2.02769 3.41893 -3.56609 0.2 0.3 1.1
H -2.43630 0.45756 -5.08812 -0.2 0.1 0.3
H -3.78483 1.33695 -4.32840 0.7 0.2 0.1
H -2.44613 0.68184 -3.34148 0.1 0.1 0.0
H -2.16180 2.83156 -5.50742 0.2 0.2 0.1
H -0.79401 2.16319 -4.57915 0.1 -0.2 -0.3
H -1.59397 3.10829 -2.72276 -0.5 0.3 -0.6
C 3.92295 2.19672 4.87708 0.5 -0.2 0.7
C 3.33272 1.46520 6.06204 0.1 0.2 -0.4
O 1.94010 1.32923 5.84013 -0.5 -0.1 0.4
H 4.97049 2.37694 5.12140 0.1 0.1 -0.3
H 3.42882 3.14378 4.71688 -0.2 0.3 -0.1
H 3.85829 1.59168 3.98558 0.1 -0.2 -0.3
H 3.49571 2.03206 6.98341 0.2 -0.1 0.0
H 3.79992 0.47943 6.14511 0.1 0.0 0.2
H 1.54514 1.20760 6.71077 -0.2 -0.1 -0.3
C 4.89670 3.20291 -2.31806 0.4 0.0 -0.3
C 3.43042 2.75285 -2.23067 1.7 1.5 0.9
O 2.97180 2.05693 -3.32214 -0.3 -0.4 -1.8
H 5.20664 3.67498 -1.36225 -0.2 -0.3 -0.5
H 5.05147 3.96007 -3.12126 -0.2 -0.5 0.4
H 5.55942 2.34128 -2.51625 -0.2 0.3 0.1
H 2.89736 3.67099 -2.03799 -0.8 0.2 -0.1
H 3.35247 2.13312 -1.36190 -0.4 -0.6 0.5
H 3.20009 2.51769 -4.16650 -0.2 -0.1 0.5
C -6.61009 -2.06163 0.16683 -0.1 1.3 -0.7
C -5.95703 -1.01569 -0.79093 -0.4 -0.9 0.3
O -6.20474 0.29169 -0.25829 0.1 -0.1 -0.1
H -7.68700 -1.96892 0.02509 -0.1 -0.3 -0.1
H -6.47014 -1.90886 1.22454 0.5 0.5 0.3
H -6.27264 -3.04864 -0.04697 0.2 -0.7 -0.5
H -6.49907 -1.10989 -1.76332 0.6 0.0 0.4
H -4.85875 -1.16932 -0.94429 -0.8 0.0 0.2
H -5.73568 0.91530 -0.81885 -0.1 0.2 0.0
C -5.78358 1.79575 3.55440 -0.5 0.8 0.0
C -7.11525 1.07133 3.35695 -0.7 0.5 0.1
O -7.07686 -0.03836 2.49383 0.0 -0.2 0.6
H -5.09747 1.07802 4.04360 0.1 0.7 -0.4
H -5.98179 2.69747 4.19166 0.4 -0.9 -0.1
H -5.40401 2.25825 2.60243 -0.1 -0.9 0.7
H -7.91380 1.77859 3.05837 0.4 -0.1 -0.2
H -7.48303 0.65657 4.29000 0.2 0.1 0.4
H -7.01130 0.28336 1.60486 0.3 0.2 -1.1
C 4.72061 -7.55699 2.80043 1.2 0.8 0.5
O 3.35497 -7.60438 2.61755 -1.1 -0.5 0.6
C 2.63705 -8.10535 3.76434 0.1 1.2 -0.6
C 1.22316 -7.58837 3.65146 -0.3 0.2 -0.7
N 1.19519 -6.13046 3.65144 -0.5 0.0 0.3
C -0.14930 -5.61587 3.48330 -0.4 0.6 0.0
C -0.16474 -4.11232 3.73114 -0.7 0.2 -0.9
O 0.39420 -3.52205 2.55797 0.1 0.4 0.2
C 0.45337 -2.10120 2.60155 0.9 0.0 0.8
H 4.99478 -6.87068 3.63277 -0.1 -0.3 -0.3
H 5.14341 -7.13664 1.89934 0.2 0.1 -0.3
H 5.23794 -8.50656 2.97448 -0.4 -0.3 0.1
H 3.07587 -7.71640 4.68123 0.2 0.1 0.1
H 2.69757 -9.17259 3.77764 -0.1 -0.9 0.0
H 0.61057 -7.85511 4.51536 0.2 -0.5 0.0
H 0.74229 -8.04944 2.75098 0.2 0.3 0.4
H 1.78301 -5.67027 2.97580 0.4 -0.5 -0.3
H -0.82970 -6.09903 4.17571 0.0 -0.2 0.4
H -0.57991 -5.80218 2.48247 0.2 0.0 0.0
H 0.40700 -3.88035 4.61895 0.4 0.2 0.3
H -1.17329 -3.65375 3.84762 0.2 -0.6 0.1
H -0.49850 -1.64859 2.96730 0.4 -0.3 -0.5
H 0.76605 -1.78647 1.59997 -0.5 0.1 0.2
H 1.26606 -1.75084 3.30064 -0.7 -0.3 -0.4
C -0.92971 2.06266 -8.40528 0.2 -0.3 1.2
O -1.67598 0.86043 -8.48005 -0.5 1.5 0.3
C -1.04701 -0.24595 -9.00826 0.0 -0.6 -0.6
C -1.96150 -1.42465 -8.72144 -0.1 -0.3 1.1
N -1.95497 -1.74548 -7.26079 -1.1 -0.2 -0.3
C -2.45674 -3.13232 -7.04708 1.5 1.1 0.3
C -2.35411 -3.43092 -5.54233 -0.3 1.0 0.3
O -3.15995 -2.45880 -4.87935 -0.3 0.6 -1.0
C -3.33393 -2.60069 -3.52406 -0.8 -1.4 1.7
H -1.60548 2.70756 -7.88786 -0.4 0.8 0.2
H -0.66641 2.54232 -9.34346 0.1 -0.4 -0.4
H -0.03287 2.02797 -7.72238 -0.5 -0.5 -0.8
H -0.07583 -0.29322 -8.52184 0.4 -0.7 -0.1
H -0.94125 -0.16236 -10.09903 0.2 0.1 0.0
H -1.62900 -2.35806 -9.19614 0.1 0.5 -0.2
H -2.99205 -1.20945 -9.08990 0.6 0.0 0.1
H -2.57367 -1.12866 -6.70073 0.6 -0.3 -0.8
H -1.72755 -3.77465 -7.55294 -0.2 -0.2 0.0
H -3.44115 -3.25932 -7.53940 0.2 -0.2 0.8
H -1.35009 -3.26475 -5.05742 -0.5 -0.8 -1.2
H -2.74101 -4.43479 -5.40602 0.0 -0.4 0.5
H -3.84057 -1.76652 -3.04998 -0.4 0.4 -0.6
H -2.47428 -2.71741 -2.88030 1.3 0.0 -0.4
H -3.90123 -3.52168 -3.28046 -0.2 0.3 -0.2
C -3.22201 -4.69993 -0.50496 0.1 -1.1 0.8
O -4.60936 -4.83007 -0.27398 -1.0 -0.6 0.6
C -5.03418 -5.68912 0.81727 0.8 0.3 -0.1
C -6.54757 -5.82949 0.75226 0.5 -0.1 -0.1
N -6.89138 -6.53144 -0.47404 0.7 0.8 -1.2
C -8.28166 -6.84440 -0.65308 -0.9 1.1 0.1
C -9.18750 -5.57039 -0.74632 1.2 -0.4 0.4
O -8.68180 -4.76531 -1.78196 -0.2 0.5 -0.8
C -9.34177 -3.51681 -1.93955 -0.6 -0.1 0.2
H -3.06850 -3.65906 -0.77002 0.3 0.0 -0.3
H -2.86480 -5.42606 -1.29003 -0.2 0.8 0.7
H -2.69897 -4.89637 0.45997 0.1 0.1 -0.7
H -4.72928 -5.25894 1.79649 -0.1 0.1 -0.5
H -4.55018 -6.67965 0.75487 -0.2 0.2 -0.2
H -6.96307 -4.81064 0.81677 -0.1 -0.3 0.1
H -6.87990 -6.42757 1.61295 0.0 0.2 -0.1
H -6.61809 -5.90160 -1.24917 0.0 -0.6 0.5
H -8.57450 -7.40714 0.22081 -0.5 -0.3 0.3
H -8.45018 -7.45843 -1.53791 0.2 0.0 0.0
H -9.04915 -5.01843 0.19523 -0.5 -0.1 0.0
H -10.22450 -5.82421 -0.92632 -0.4 -0.1 0.1
H -8.78681 -2.91695 -2.66062 0.1 -0.2 0.1
H -9.38386 -2.97888 -0.98484 0.1 0.0 0.0
H -10.40580 -3.57494 -2.29752 0.8 -0.4 0.2
C 6.49831 -4.24127 0.98099 0.0 -0.6 -1.5
O 5.32143 -4.00954 1.71494 0.6 0.4 0.0
C 4.14227 -4.45448 1.07556 -1.1 0.1 0.2
C 3.43237 -3.36529 0.23315 1.6 1.6 -0.3
N 2.12212 -3.72503 -0.20088 -0.2 -0.3 0.6
C 1.34662 -2.68016 -0.87443 -0.3 -1.9 -0.3
C -0.07205 -3.21706 -1.08509 -0.2 0.6 0.1
O -0.11013 -4.41488 -1.82886 0.0 -0.3 -0.6
C 0.59627 -4.31085 -3.04122 1.7 0.2 -0.4
H 6.74740 -5.30902 0.90380 -0.2 -0.1 0.3
H 7.39012 -3.74707 1.35022 -0.3 0.3 0.7
H 6.40988 -3.92677 -0.07325 -0.2 0.2 0.2
H 3.47676 -4.75560 1.91445 0.2 0.1 -0.6
H 4.31833 -5.34126 0.46497 0.1 -0.1 0.0
H 3.95229 -3.16916 -0.72116 0.6 0.0 0.4
H 3.52954 -2.37867 0.81536 -0.4 -1.0 -0.4
H 1.65917 -4.06853 0.63230 -0.8 0.1 -0.2
H 1.73595 -2.38890 -1.86100 0.3 -0.4 0.4
H 1.29304 -1.76405 -0.34920 -0.1 1.1 0.9
H -0.58211 -2.42617 -1.66319 -0.3 0.0 0.3
H -0.63434 -3.42528 -0.13491 0.7 0.2 -0.7
H 0.52956 -3.34926 -3.54740 -0.5 0.4 0.2
H 0.35166 -5.02926 -3.80138 -0.9 -0.7 0.1
H 1.69442 -4.45252 -2.94701 -0.4 0.0 0.6
C 4.63509 3.17300 -6.45423 0.1 0.7 -1.0
O 3.47425 3.51069 -5.71579 -0.6 -0.6 -0.2
C 2.26160 3.52368 -6.53780 1.0 1.0 1.3
C 1.11527 3.98444 -5.66805 1.3 0.3 0.3
N 1.36494 5.35538 -5.20127 -1.0 -0.2 -0.4
C 0.30218 5.83353 -4.32205 0.3 -1.3 1.9
C 0.41540 5.26851 -2.84298 -0.4 0.3 -0.3
O 1.62867 5.72499 -2.24257 0.1 -0.2 0.9
C 1.65787 5.55421 -0.78545 -0.3 1.1 -1.3
H 5.51469 3.30654 -5.82448 -0.2 -0.2 0.2
H 4.75516 3.91984 -7.29078 -0.1 -0.9 0.5
H 4.61158 2.13278 -6.84810 -0.1 0.6 0.2
H 2.04852 2.55894 -6.95037 0.1 -0.8 -0.3
H 2.44662 4.26438 -7.30209 -0.1 0.1 -0.6
H 1.02755 3.27328 -4.83565 -0.3 0.0 -0.1
H 0.24860 3.94499 -6.31069 -0.6 0.1 0.1
H 2.23654 5.38559 -4.69275 0.2 0.0 0.0
H -0.69792 5.56697 -4.65657 0.1 -0.4 -0.4
H 0.28410 6.90167 -4.24462 0.4 0.7 0.0
H 0.40444 4.16177 -2.78145 -0.1 0.4 -0.3
H -0.48641 5.61717 -2.28573 0.5 0.0 -0.1
H 2.68785 5.74246 -0.44161 -0.4 0.0 -0.3
H 1.36129 4.55433 -0.46790 -0.1 -0.1 -0.1
H 0.97278 6.33399 -0.39283 0.4 -0.6 0.3
C 7.07577 2.21722 7.47142 0.5 -0.9 -0.7
O 6.88215 1.19326 6.48239 -0.2 0.5 0.5
C 7.89557 0.22026 6.39512 0.8 0.7 0.1
C 7.51450 -0.80999 5.38895 -1.3 -0.5 -0.5
N 7.08778 -0.27064 4.10764 0.6 0.6 0.2
C 6.48561 -1.23724 3.22155 0.5 -0.3 0.4
C 6.29982 -0.66704 1.83312 0.8 1.6 0.8
O 5.36088 0.41113 1.92255 -0.7 -0.7 1.0
C 5.36998 1.27417 0.84699 0.4 0.0 -1.6
H 8.09706 2.61105 7.54571 0.1 -0.3 -0.3
H 6.81219 1.80491 8.42551 -0.3 0.0 0.7
H 6.44986 3.04213 7.19259 -0.5 0.3 0.0
H 8.12091 -0.31499 7.33420 -0.3 0.3 0.1
H 8.82012 0.73722 6.10354 0.1 -0.1 -0.1
H 6.71213 -1.44362 5.83754 0.3 0.1 -0.1
H 8.37765 -1.43729 5.22096 0.3 -0.4 0.0
H 6.50409 0.53751 4.22535 -0.3 0.2 0.1
H 5.57374 -1.66592 3.64694 -0.4 0.0 -0.2
H 7.20432 -2.05911 3.20513 -0.1 -0.2 -0.5
H 6.04434 -1.42924 1.11498 -0.4 -0.2 -0.4
H 7.24275 -0.14920 1.57059 0.0 -0.7 -0.2
H 6.34537 1.77972 0.71186 -0.3 0.0 0.3
H 4.55774 2.00593 0.88165 0.2 -0.1 0.5
H 5.20919 0.71088 -0.08170 0.0 0.0 -0.2
C -2.58484 -0.74561 0.88797 0.6 0.5 -0.7
O -2.47873 -0.09276 -0.38877 -0.3 -0.4 0.2
C -2.97530 1.24622 -0.41036 0.8 -0.5 1.3
C -1.96683 2.28547 0.09511 -0.3 -0.6 -0.7
N -0.91072 2.56283 -0.91076 -0.5 1.3 1.2
C 0.01103 1.47812 -1.19808 0.3 0.2 -1.5
C 0.77271 0.92891 -0.03664 0.7 -1.2 0.6
O 1.39289 1.97694 0.69513 0.3 -0.6 0.4
C 2.00127 1.44197 1.88114 -0.7 -0.3 -0.5
H -3.62097 -0.80188 1.23622 0.0 -0.1 -0.1
H -1.99187 -0.19005 1.62437 -0.1 -0.1 0.1
H -2.12811 -1.73795 0.75358 -0.3 0.3 0.1
H -3.88584 1.28482 0.18199 -0.2 0.1 0.3
H -3.23214 1.47887 -1.41405 -0.1 0.2 -1.1
H -1.59040 1.99584 1.09406 0.0 0.2 -0.3
H -2.57498 3.18164 0.17131 0.2 0.4 0.3
H -0.42264 3.40843 -0.53888 -0.2 -1.1 -0.6
H 0.74370 1.87794 -1.92866 -0.4 -0.2 0.2
H -0.56910 0.69110 -1.73058 0.6 0.3 0.5
H 1.58037 0.19461 -0.35996 -1.0 0.8 0.1
H 0.07998 0.37908 0.63338 0.2 0.1 -0.1
H 2.36732 2.26834 2.43489 0.5 0.8 0.4
H 2.81702 0.72260 1.71372 -0.2 0.2 -0.4
H 1.25923 0.94266 2.51255 -0.2 0.0 -0.1
C -6.01287 5.68201 5.59140 -0.7 1.2 -0.2
O -4.84972 4.96810 5.40396 0.1 -0.7 1.2
C -4.07855 5.44292 4.38446 0.7 0.0 -1.9
C -2.64963 4.94897 4.49708 1.0 0.0 0.8
N -1.82432 5.68461 3.50724 0.1 -0.3 0.4
C -0.48398 5.15194 3.21600 0.1 0.2 0.4
C 0.27259 4.61705 4.44136 0.4 0.3 -0.3
O 0.50762 5.75894 5.29071 -0.2 -0.5 -1.0
C 1.42141 5.45482 6.28004 1.0 0.2 1.2
H -6.70465 5.64317 4.72645 0.2 -0.2 0.2
H -5.81323 6.76413 5.78174 0.0 -0.5 -0.1
H -6.47758 5.26006 6.45863 -0.5 -0.1 0.4
H -4.06537 6.54664 4.34999 -0.1 -0.2 0.0
H -4.49115 5.06620 3.42353 0.2 0.5 0.1
H -2.58506 3.85126 4.35513 -0.1 0.5 -0.2
H -2.29040 5.12167 5.56131 -0.4 -0.1 -1.0
H -1.64991 6.59602 3.89999 -0.2 0.3 0.1
H 0.13547 5.98434 2.82824 -0.4 -0.3 0.1
H -0.56545 4.43859 2.39948 0.1 -0.5 0.1
H 1.25876 4.16778 4.16352 -0.6 0.3 0.0
H -0.27575 3.84013 4.99152 0.0 0.1 -0.1
H 0.96889 4.89857 7.11127 0.0 -0.2 -0.1
H 1.84587 6.37006 6.71606 -0.4 0.0 -0.2
H 2.29913 4.89849 5.91806 -0.3 -0.1 -0.2
C 1.86222 -0.87673 -4.39199 -0.4 -1.0 -0.2
C 0.42193 -0.92290 -4.87224 0.1 1.1 -0.3
O 0.53634 -1.41743 -6.15895 -0.9 -0.6 -1.6
O 1.90090 -0.41608 -3.09190 0.3 0.4 1.2
H 2.44649 -0.23821 -5.06741 -0.1 -0.1 -0.1
H 2.29484 -1.89963 -4.44437 -0.2 0.4 -0.1
H 0.04383 0.15256 -4.85586 0.1 -1.1 0.1
H -0.26282 -1.56613 -4.28185 0.4 0.5 0.3
H -0.37105 -1.59878 -6.56044 0.7 0.3 0.3
H 2.27323 0.47643 -3.12981 0.1 0.2 0.2